Record 1
A molecular structure, C12H14BF4N4O8P2V. Source: the OMol25 dataset; level of theory: wB97M-V/def2-TZVPD.

Geometry as XYZ:
```
46
Properties=species:S:1:pos:R:3:lowdin_charge:R:1
V -0.272 -0.163 -0.391 1.142
C -1.034 -1.317 2.405 -0.052
N -0.142 -0.245 1.896 -0.283
C -0.618 1.056 2.431 -0.055
C 1.239 -0.489 2.419 -0.107
C 2.187 -0.643 1.281 -0.193
C 3.548 -0.895 1.412 -0.016
C 4.330 -1.020 0.276 -0.055
C 3.774 -0.895 -0.992 -0.051
C 2.419 -0.639 -1.142 -0.060
C 1.661 -0.521 0.016 -0.122
H -1.071 -1.260 3.496 0.105
H -0.655 -2.288 2.100 0.095
H -2.033 -1.177 2.002 0.092
H -0.633 1.015 3.523 0.105
H -1.618 1.266 2.068 0.083
H 0.050 1.853 2.113 0.074
H 1.236 -1.384 3.043 0.138
H 1.538 0.344 3.058 0.136
H 3.991 -0.997 2.395 0.121
H 5.389 -1.222 0.375 0.111
H 4.394 -1.003 -1.872 0.115
H 1.983 -0.557 -2.129 0.119
O -2.852 -1.477 -2.270 -0.068
P -1.976 -0.331 -2.891 0.306
O -1.852 -0.218 -4.330 -0.194
O -0.564 -0.465 -2.134 -0.295
O -2.600 0.953 -2.177 -0.211
P -2.925 1.197 -0.622 0.269
O -4.378 0.628 -0.390 -0.060
O -2.710 2.603 -0.283 -0.218
O -2.058 0.137 0.133 -0.347
H -2.458 -2.367 -2.322 0.082
H -5.068 1.290 -0.533 0.107
O 0.108 1.543 -0.643 -0.259
N 0.244 2.414 -1.646 0.141
C 0.128 3.629 -1.248 -0.247
C 0.252 4.664 -2.234 -0.128
N 0.342 5.514 -2.999 0.205
C -0.064 4.009 0.122 -0.144
N -0.139 4.303 1.228 0.227
F -1.264 -3.628 -1.814 0.177
B -0.182 -3.505 -0.980 -1.090
F -0.489 -2.079 -0.196 -0.120
F 0.991 -3.257 -1.606 0.211
F -0.150 -4.375 0.049 0.213
```

## Properties
Relative energy (zero: lowest compared OMol25 entry of this formula, charge and spin), kcal per mole: 10.3
Spin multiplicity: 1
Frontier orbital gap, eV: 7.3
LUMO energy, eV: -3.0
Maximum force, hartree/bohr: 0.0164
Total charge: 0



Record 2
A molecular structure, C15H7Cl2F6N3O6PtS2Se in a non-equilibrium geometry. Source: the OMol25 dataset; level of theory: wB97M-V/def2-TZVPD.

Geometry as XYZ:
```
43
Properties=species:S:1:pos:R:3:lowdin_charge:R:1
Pt 0.268 -1.122 -0.947 1.196
F 1.040 0.115 -4.879 0.164
C 0.177 -0.836 -4.557 -0.679
F -0.258 -1.426 -5.661 0.161
F -0.855 -0.295 -3.916 0.130
S 1.025 -2.111 -3.483 0.622
O 1.896 -1.362 -2.588 -0.332
O 1.621 -3.074 -4.337 -0.221
N -0.284 -2.615 -2.697 -0.370
S -0.177 -3.860 -1.707 0.609
O 0.190 -5.101 -2.286 -0.217
O 0.501 -3.470 -0.473 -0.425
C -1.989 -3.967 -1.256 -0.679
F -2.624 -4.695 -2.160 0.164
F -2.544 -2.758 -1.204 0.124
F -2.104 -4.547 -0.067 0.147
Cl 2.236 5.244 2.528 0.668
C 2.049 3.638 1.908 -0.678
C 2.601 2.564 2.623 -0.112
C 2.464 1.288 2.159 -0.583
Cl 3.226 -0.013 2.985 0.733
C 1.742 0.977 0.949 -0.374
O 1.662 -0.240 0.567 -0.201
C 1.229 2.104 0.233 -0.129
C 0.525 1.993 -1.000 -0.177
O 0.154 0.995 -1.630 -0.102
C 1.399 3.416 0.734 -0.069
H 3.152 2.749 3.536 0.111
H 0.282 2.962 -1.464 0.141
H 1.002 4.250 0.169 0.116
Se -0.036 -2.246 2.069 1.251
N -0.931 -1.298 0.848 -0.350
C -1.329 -0.157 1.435 -0.364
C -2.046 0.874 0.788 -0.030
C -2.329 2.001 1.503 -0.055
C -1.945 2.139 2.865 -0.063
C -1.301 1.142 3.531 -0.005
C -0.967 -0.039 2.821 -0.376
N -0.295 -1.071 3.320 -0.206
H -2.345 0.748 -0.244 0.119
H -2.862 2.815 1.028 0.112
H -2.191 3.057 3.383 0.109
H -1.031 1.229 4.575 0.121
```

## Properties
Relative energy (zero: lowest compared OMol25 entry of this formula, charge and spin), kcal per mole: 7.8
Spin multiplicity: 3
Frontier orbital gap (alpha / beta), eV: 6.8 / 6.5
LUMO energy (alpha / beta), eV: -1.6 / -1.9
Maximum force, hartree/bohr: 0.0335
Expectation value of S²: 2.01
Total charge: 0



Record 3
2 unconnected molecules or ions with the total composition C4H9NO2. Source: the OMol25 dataset; level of theory: wB97M-V/def2-TZVPD.

Geometry as XYZ:
```
16
Properties=species:S:1:pos:R:3:lowdin_charge:R:1
H 0.575 -3.028 0.451 0.048
N 0.287 -2.135 0.065 0.105
C -0.928 -2.174 -0.291 -0.354
O -1.549 -1.118 -0.828 0.021
H -1.608 -3.029 -0.221 0.127
H -0.916 -0.374 -0.780 0.068
C 1.818 0.854 -0.230 -0.114
C 0.570 0.977 0.590 -0.177
C -0.538 1.618 0.223 -0.254
O -1.639 1.659 1.040 -0.012
H 2.178 -0.179 -0.187 0.057
H 2.612 1.513 0.134 0.070
H 1.638 1.096 -1.283 0.074
H 0.546 0.453 1.542 0.113
H -0.612 2.156 -0.724 0.128
H -2.435 1.713 0.499 0.099
```

## Properties
Relative energy (zero: lowest compared OMol25 entry of this formula, charge and spin), kcal per mole: 47.5
Spin multiplicity: 1
Frontier orbital gap, eV: 9.7
LUMO energy, eV: 0.9
SMILES: [H]/N=C/O.C/C=C/O
Maximum force, hartree/bohr: 0.0105
Total charge: 0



Record 4
A molecular structure, C26H32N2OSeSi2Ta. Source: the OMol25 dataset; level of theory: wB97M-V/def2-TZVPD.

Geometry as XYZ:
```
65
Properties=species:S:1:pos:R:3:lowdin_charge:R:1
Ta -0.261 -0.470 -0.418 1.530
C 3.090 0.463 -0.057 -0.187
Si 1.667 1.260 -0.995 0.540
C 1.437 3.058 -0.593 -0.168
C 1.678 0.612 -2.756 -0.348
C 2.910 0.455 -3.399 -0.088
C 3.004 -0.195 -4.619 -0.025
C 1.870 -0.758 -5.198 -0.023
C 0.641 -0.631 -4.574 -0.070
C 0.509 0.082 -3.374 -0.347
Si -1.220 0.382 -2.703 0.536
C -2.468 -0.855 -3.334 -0.195
C -1.878 2.118 -2.650 -0.168
H 4.036 0.874 -0.425 0.059
H 3.148 -0.618 -0.206 0.026
H 3.058 0.665 1.015 0.033
H 2.329 3.600 -0.922 0.062
H 1.341 3.225 0.481 0.040
H 0.582 3.510 -1.095 0.025
H 3.814 0.854 -2.951 0.117
H 3.961 -0.271 -5.119 0.130
H 1.946 -1.282 -6.141 0.129
H -0.233 -1.063 -5.047 0.112
H -2.777 -0.586 -4.348 0.061
H -3.375 -0.861 -2.728 0.042
H -2.063 -1.868 -3.369 0.034
H -2.056 2.440 -3.681 0.064
H -1.219 2.854 -2.193 0.017
H -2.839 2.137 -2.134 0.046
C -1.634 2.369 7.148 0.011
C -1.769 1.976 5.727 -0.147
C -3.004 2.066 5.067 0.047
C -3.149 1.702 3.757 -0.136
C -4.496 1.830 3.111 -0.012
C -1.976 1.209 3.038 -0.077
C -2.190 0.873 1.738 -0.042
O -1.288 0.433 0.857 -0.317
C -0.694 1.114 3.727 -0.143
C 0.549 0.613 3.052 -0.025
C -0.632 1.495 5.028 0.040
H -2.560 2.749 7.568 0.101
H -0.849 3.124 7.250 0.121
H -1.300 1.507 7.734 0.123
H -3.860 2.438 5.614 0.142
H -5.213 2.226 3.824 0.101
H -4.874 0.862 2.774 0.108
H -4.475 2.511 2.257 0.107
H -3.178 0.972 1.303 0.140
H 0.430 -0.427 2.734 0.086
H 1.392 0.652 3.738 0.103
H 0.799 1.226 2.183 0.062
H 0.308 1.434 5.562 0.144
Se -1.046 -3.709 0.100 1.215
N 0.127 -2.514 -0.723 -0.447
C 1.117 -3.258 -1.288 -0.309
C 2.186 -2.803 -2.071 -0.014
C 3.079 -3.731 -2.546 0.020
C 2.976 -5.127 -2.285 -0.003
C 1.942 -5.609 -1.550 0.043
C 0.987 -4.680 -1.044 -0.330
N -0.065 -5.057 -0.339 -0.182
H 2.304 -1.761 -2.328 0.075
H 3.900 -3.380 -3.158 0.133
H 3.722 -5.797 -2.689 0.134
H 1.802 -6.660 -1.335 0.144
```

## Properties
Relative energy (zero: lowest compared OMol25 entry of this formula, charge and spin), kcal per mole: 10.9
Spin multiplicity: 1
Frontier orbital gap, eV: 6.8
LUMO energy, eV: -10.4
Maximum force, hartree/bohr: 0.0133
Total charge: +3



Record 5
2 unconnected molecules or ions with the total composition C2HBrN2O2 in a non-equilibrium geometry. Source: the OMol25 dataset; level of theory: wB97M-V/def2-TZVPD.

Geometry as XYZ:
```
8
Properties=species:S:1:pos:R:3:lowdin_charge:R:1
C 1.347 0.233 0.822 -0.302
C -0.133 0.176 0.704 -0.630
N 2.495 0.328 0.839 0.149
N -0.651 2.174 0.075 -0.313
O 0.223 2.935 -0.111 0.161
O -1.828 2.225 0.044 0.123
Br -1.114 -0.294 2.208 0.788
H -0.449 -0.089 -0.226 0.024
```

## Properties
Relative energy (zero: lowest compared OMol25 entry of this formula, charge and spin), kcal per mole: 63.9
Spin multiplicity: 3
Frontier orbital gap (alpha / beta), eV: 8.3 / 8.4
LUMO energy (alpha / beta), eV: -0.1 / -3.2
Maximum force, hartree/bohr: 0.1242
Expectation value of S²: 2.01
Total charge: 0



Record 6
A molecular structure, C28H20GaN6O9S in a non-equilibrium geometry. Source: the OMol25 dataset; level of theory: wB97M-V/def2-TZVPD.

Geometry as XYZ:
```
65
Properties=species:S:1:pos:R:3:lowdin_charge:R:1
Ga -1.112 -0.683 0.209 0.411
O -1.647 -2.516 0.165 -0.043
C -1.642 -3.244 -0.918 -0.313
C -1.284 -4.602 -0.808 -0.006
C -1.271 -5.432 -1.901 -0.100
C -1.645 -4.956 -3.158 -0.122
C -2.047 -3.648 -3.288 -0.061
C -2.054 -2.771 -2.199 -0.154
C -2.615 -1.461 -2.329 -0.064
N -2.460 -0.579 -1.407 -0.103
N -3.152 0.561 -1.358 0.086
C -3.182 1.002 -0.119 -0.427
O -2.708 0.351 0.882 -0.015
C -3.839 2.299 0.105 -0.137
C -3.859 2.862 1.376 -0.017
C -4.434 4.103 1.574 -0.083
C -4.991 4.789 0.508 -0.100
C -4.980 4.227 -0.759 -0.092
C -4.403 2.991 -0.965 -0.029
H -0.992 -4.956 0.171 0.118
H -0.965 -6.462 -1.787 0.096
H -1.631 -5.613 -4.014 0.087
H -2.359 -3.271 -4.253 0.105
H -3.292 -1.252 -3.161 0.136
H -3.413 2.317 2.195 0.119
H -4.439 4.545 2.560 0.099
H -5.434 5.762 0.664 0.094
H -5.417 4.761 -1.589 0.095
H -4.369 2.541 -1.944 0.102
O 2.427 -1.895 1.975 0.057
C 1.550 -1.101 1.681 -0.566
O 0.524 -1.415 0.977 0.002
C 1.687 0.332 2.149 -0.044
C 2.795 0.669 2.884 0.068
C 2.982 1.970 3.371 -0.164
C 2.014 2.941 3.122 0.079
C 0.934 2.637 2.327 -0.085
C 0.702 1.310 1.799 -0.287
O -0.301 1.097 1.069 -0.047
N 0.029 3.685 1.970 -0.345
O -0.269 4.504 2.819 0.079
O -0.357 3.721 0.814 0.077
N 4.165 2.319 4.067 -0.380
O 5.046 1.480 4.176 0.055
O 4.263 3.457 4.504 0.046
H 3.536 -0.095 3.079 0.129
H 2.144 3.944 3.508 0.131
N 1.679 2.132 -0.765 0.126
C 1.667 0.834 -1.119 -0.767
S 0.288 0.234 -1.873 0.821
N 2.802 0.146 -0.921 0.098
C 3.101 -1.210 -1.152 -0.241
C 2.488 -1.969 -2.141 -0.046
C 2.828 -3.303 -2.283 -0.075
C 3.793 -3.872 -1.472 -0.094
C 4.433 -3.103 -0.516 -0.080
C 4.097 -1.774 -0.359 -0.040
H 0.785 2.613 -0.730 0.085
H 2.416 2.500 -0.182 0.116
H 3.498 0.604 -0.338 0.152
H 1.745 -1.530 -2.785 0.047
H 2.333 -3.890 -3.040 0.102
H 4.047 -4.915 -1.587 0.095
H 5.191 -3.540 0.116 0.103
H 4.576 -1.180 0.406 0.113
```

## Properties
Relative energy (zero: lowest compared OMol25 entry of this formula, charge and spin), kcal per mole: 24.8
Spin multiplicity: 1
Frontier orbital gap, eV: 7.2
LUMO energy, eV: 1.9
Maximum force, hartree/bohr: 0.0279
Total charge: -1



Record 7
A molecular structure, C11H17N2O7S2. Source: the OMol25 dataset; level of theory: wB97M-V/def2-TZVPD.

Geometry as XYZ:
```
39
Properties=species:S:1:pos:R:3:lowdin_charge:R:1
C 3.395 -1.400 0.911 0.079
C 3.761 -0.261 0.822 -0.163
C 4.202 1.129 0.755 -0.243
S 3.219 2.210 1.836 0.505
O 2.880 1.413 2.991 -0.339
O 4.068 3.352 2.083 -0.341
N 2.025 2.531 0.821 -0.331
S 0.855 3.473 1.339 0.497
O 0.842 3.724 2.763 -0.345
O 0.762 4.658 0.506 -0.360
C -0.718 2.649 0.982 -0.138
C -0.876 1.143 0.986 -0.459
O -1.986 0.700 0.763 0.076
N 0.232 0.301 1.233 -0.179
C 0.425 -0.625 0.118 -0.082
C 0.225 -0.317 2.562 -0.049
H 3.071 -2.374 1.185 0.038
H 4.114 1.512 -0.259 0.098
H 5.226 1.162 1.124 0.099
H -1.018 3.007 -0.003 0.103
H -1.425 3.072 1.694 0.107
H -0.332 -1.412 0.077 0.078
H 0.413 -0.051 -0.808 0.091
H 1.428 -1.041 0.197 0.029
H 0.954 0.193 3.198 0.063
H 0.552 -1.354 2.475 0.080
H -0.763 -0.279 3.028 0.083
O -0.397 -1.858 -2.447 0.123
C -1.542 -2.144 -2.606 -0.478
O -2.025 -3.400 -2.398 0.020
C -3.414 -3.461 -2.750 -0.167
C -3.915 -2.024 -2.667 -0.154
C -2.668 -1.235 -3.060 -0.069
H -3.497 -3.871 -3.760 0.122
H -3.919 -4.130 -2.056 0.121
H -4.782 -1.836 -3.298 0.111
H -4.187 -1.787 -1.638 0.120
H -2.586 -1.099 -4.139 0.128
H -2.598 -0.272 -2.562 0.127
```

## Properties
Relative energy (zero: lowest compared OMol25 entry of this formula, charge and spin), kcal per mole: 0.0
Spin multiplicity: 1
Frontier orbital gap, eV: 7.5
LUMO energy, eV: 2.4
Maximum force, hartree/bohr: 0.0155
Total charge: -1



Record 8
2 unconnected molecules or ions with the total composition CH5NO2S in a non-equilibrium geometry. Source: the OMol25 dataset; level of theory: wB97M-V/def2-TZVPD.

Geometry as XYZ:
```
10
Properties=species:S:1:pos:R:3:lowdin_charge:R:1
C -0.028 0.991 0.385 -0.496
S -0.354 -0.296 -0.709 0.790
N -2.327 -0.209 -0.586 -0.237
O -2.893 -0.830 -1.355 -0.028
H 0.745 0.732 1.161 0.051
H 0.214 1.972 -0.187 0.069
H -1.117 1.216 0.565 0.023
O 2.065 -0.707 0.294 -0.221
H 2.481 -1.652 0.116 0.111
H 1.213 -1.218 0.317 -0.062
```

## Properties
Relative energy (zero: lowest compared OMol25 entry of this formula, charge and spin), kcal per mole: 100.5
Spin multiplicity: 1
Frontier orbital gap, eV: 8.7
LUMO energy, eV: -0.2
SMILES: CSN=O.O
Maximum force, hartree/bohr: 0.1000
Total charge: 0



Which of these has the highest maximum force?
C2HBrN2O2



relative energy (zero: lowest compared OMol25 entry of this formula, charge and spin) of number 5 (C2HBrN2O2)?
63.9 kcal per mole



total charge of number 3 (C4H9NO2)?
0